Entry 1:
Below is a structure of composition C45H30Cl2N4Pt in a non-equilibrium geometry, with properties calculated with the ωB97M-V functional and the def2-TZVPD basis.

XYZ file:
```
82
C45H30Cl2N4Pt the ωB97M-V functional and the def2-TZVPD basis
Pt 0.03 0.98 0.57
C 5.37 -2.32 5.01
C 5.34 -0.95 4.82
C 4.39 -0.38 3.99
C 3.46 -1.18 3.34
C 3.49 -2.56 3.53
C 4.45 -3.12 4.36
C 2.42 -0.56 2.50
C 1.09 -0.71 2.88
C 0.66 -1.39 4.07
C -0.69 -1.28 4.12
C -1.09 -0.54 2.95
C -2.41 -0.24 2.65
C -3.46 -0.63 3.61
C -3.73 -1.96 3.91
C -4.68 -2.28 4.86
C -5.37 -1.28 5.53
C -5.11 0.05 5.23
C -4.16 0.37 4.28
C -2.82 0.45 1.48
N -1.99 1.04 0.57
C -2.80 1.60 -0.38
C -2.37 2.42 -1.45
C -3.41 3.13 -2.22
C -3.53 3.01 -3.60
C -4.49 3.74 -4.29
C -5.34 4.60 -3.61
C -5.23 4.72 -2.23
C -4.28 3.99 -1.54
C -1.04 2.69 -1.72
C -0.61 3.63 -2.72
C 0.73 3.73 -2.62
C 1.15 2.83 -1.59
N 0.05 2.22 -1.05
C 2.47 2.61 -1.22
C 2.88 1.66 -0.25
C 4.22 1.26 -0.04
C 4.21 0.35 0.99
C 2.86 0.22 1.40
N 2.05 0.99 0.61
C 3.52 3.46 -1.81
C 4.33 4.22 -0.96
C 5.24 5.12 -1.47
C 5.36 5.28 -2.84
C 4.60 4.50 -3.70
C 3.69 3.59 -3.18
C -4.15 1.30 -0.10
C -4.16 0.59 1.08
N 0.01 -0.20 2.22
H 6.12 -2.76 5.65
H 6.06 -0.31 5.33
H 4.34 0.69 3.85
H 2.77 -3.18 3.02
H 4.47 -4.20 4.50
H 1.30 -1.86 4.78
H -1.36 -1.64 4.87
H -3.20 -2.74 3.39
H -4.88 -3.32 5.10
H -6.12 -1.53 6.27
H -5.63 0.84 5.76
H -3.94 1.41 4.05
H -2.88 2.33 -4.14
H -4.59 3.63 -5.36
H -6.08 5.18 -4.14
H -5.90 5.37 -1.68
H -4.18 4.10 -0.47
H -1.28 4.15 -3.38
H 1.39 4.37 -3.17
H 5.06 1.58 -0.62
H 5.05 -0.17 1.41
H 4.21 4.12 0.11
H 5.86 5.70 -0.80
H 6.06 6.00 -3.25
H 4.71 4.60 -4.77
H 3.12 2.96 -3.85
H -4.99 1.58 -0.70
H -5.01 0.19 1.60
Cl -0.06 -1.17 -1.45
C 0.04 -2.76 -0.66
Cl 1.51 -2.88 0.32
H 0.07 -3.54 -1.42
H -0.82 -2.87 0.00
```

Output
Highest occupied orbital energy = -0.2505 Eh

Atom charges from the Löwdin analysis, given in e for atoms 1 to 4: atom 1 (Pt): 1.15, atom 2 (C): -0.09, atom 3 (C): -0.08, atom 4 (C): -0.03

---

Entry 2:
Below is a structure of composition C45H30Cl3N12O2SeZr in a non-equilibrium geometry, with properties calculated with the ωB97M-V functional and the def2-TZVPD basis.

XYZ file:
```
94
C45H30Cl3N12O2SeZr the ωB97M-V functional and the def2-TZVPD basis
Zr 1.48 0.81 0.67
C -1.13 -1.44 4.01
C -0.10 -1.36 3.06
N 0.61 -0.28 2.83
C 0.33 0.82 3.59
C -0.72 0.87 4.52
C -1.46 -0.32 4.72
C -0.99 2.07 5.23
C -0.21 3.16 5.00
C 0.86 3.11 4.07
C 1.15 1.97 3.38
N 2.15 1.83 2.40
C 3.40 2.44 2.59
C 3.92 2.91 3.77
C 5.21 3.48 3.81
C 5.98 3.58 2.69
C 5.48 3.08 1.46
C 6.18 3.14 0.24
C 5.60 2.64 -0.90
C 4.33 2.05 -0.82
N 3.66 1.96 0.31
C 4.21 2.50 1.44
H -1.66 -2.37 4.15
H 0.13 -2.24 2.48
H -2.27 -0.33 5.44
H -1.80 2.09 5.94
H -0.41 4.08 5.52
H 1.46 4.00 3.91
H 3.34 2.84 4.68
H 5.59 3.84 4.76
H 6.96 4.03 2.72
H 7.16 3.59 0.21
H 6.10 2.69 -1.85
H 3.84 1.66 -1.70
C -4.31 0.57 1.84
N -2.95 1.06 1.57
C -1.90 0.40 1.10
N -0.86 1.22 1.03
C -1.37 2.41 1.47
N -2.63 2.35 1.81
C -5.23 0.69 0.65
C -6.32 1.54 0.68
C -7.16 1.63 -0.42
C -6.91 0.89 -1.56
C -5.80 0.05 -1.59
C -4.97 -0.05 -0.48
C -5.48 -0.73 -2.79
N -6.17 -0.92 -3.86
N -5.37 -1.72 -4.69
C -4.29 -1.94 -4.04
O -4.28 -1.34 -2.82
C -3.09 -2.68 -4.44
C -3.04 -3.29 -5.68
C -1.88 -3.95 -6.07
C -0.79 -3.99 -5.22
C -0.84 -3.38 -3.97
C 0.43 -3.45 -3.15
N 0.39 -2.85 -1.81
C 0.08 -1.63 -1.41
N 0.38 -1.46 -0.12
C 0.93 -2.68 0.20
N 0.95 -3.54 -0.78
C -1.99 -2.73 -3.58
H -4.67 1.17 2.67
H -4.21 -0.46 2.17
H -1.89 -0.64 0.84
H -0.79 3.32 1.54
H -6.52 2.14 1.56
H -8.02 2.29 -0.39
H -7.54 0.96 -2.43
H -4.12 -0.72 -0.52
H -3.90 -3.23 -6.34
H -1.83 -4.43 -7.03
H 0.12 -4.49 -5.54
H 1.24 -2.97 -3.69
H 0.72 -4.48 -2.97
H -0.33 -0.86 -2.06
H 1.35 -2.92 1.16
H -2.07 -2.25 -2.61
Cl 6.05 -4.20 -2.03
C 4.95 -2.91 -1.73
C 4.73 -2.48 -0.44
C 3.84 -1.44 -0.25
Cl 3.48 -0.87 1.38
C 3.15 -0.81 -1.28
O 2.26 0.15 -1.04
C 3.41 -1.27 -2.57
Cl 2.59 -0.51 -3.89
C 4.29 -2.31 -2.80
H 5.24 -2.94 0.40
H 4.48 -2.64 -3.81
Se 1.04 3.11 -0.72
C -0.14 2.03 -1.62
N -0.85 1.26 -2.11
```

Output
Net charge = +1
Relative energy (zero: lowest compared OMol25 entry of this formula, charge and spin) = 0.7675 eV
Highest occupied orbital energy = -0.3764 Eh

Atom charges from the Löwdin analysis, given in e for atoms 1 to 4: atom 1 (Zr): 1.50, atom 2 (C): -0.03, atom 3 (C): -0.13, atom 4 (N): 0.03

---

Entry 3:
Below is a structure of composition C45H30Cl3N12O2SeZr, with properties calculated with the ωB97M-V functional and the def2-TZVPD basis.

XYZ file:
```
94
C45H30Cl3N12O2SeZr the ωB97M-V functional and the def2-TZVPD basis
Zr 0.94 -0.36 1.67
C 0.31 3.85 3.48
C 0.34 2.45 3.37
N 1.13 1.83 2.52
C 1.97 2.56 1.74
C 1.96 3.97 1.72
C 1.09 4.60 2.64
C 2.80 4.64 0.80
C 3.58 3.91 -0.05
C 3.61 2.49 -0.01
C 2.85 1.81 0.91
N 2.79 0.43 1.11
C 3.95 -0.35 1.19
C 5.26 0.06 1.11
C 6.31 -0.87 1.19
C 6.08 -2.20 1.35
C 4.75 -2.66 1.50
C 4.41 -4.01 1.71
C 3.09 -4.36 1.89
C 2.12 -3.36 1.86
N 2.39 -2.09 1.66
C 3.70 -1.73 1.45
H -0.34 4.32 4.20
H -0.30 1.83 3.99
H 1.07 5.68 2.68
H 2.80 5.72 0.77
H 4.20 4.41 -0.77
H 4.24 1.94 -0.70
H 5.49 1.10 0.97
H 7.33 -0.51 1.09
H 6.89 -2.92 1.37
H 5.19 -4.75 1.73
H 2.80 -5.39 2.04
H 1.08 -3.62 2.01
C -4.20 2.47 0.88
N -2.82 2.01 0.78
C -2.24 0.94 1.33
N -0.98 0.88 0.94
C -0.84 1.96 0.12
N -1.93 2.66 0.00
C -5.07 2.03 -0.27
C -6.45 2.11 -0.13
C -7.28 1.79 -1.20
C -6.75 1.38 -2.40
C -5.37 1.28 -2.54
C -4.53 1.61 -1.48
C -4.78 0.85 -3.81
N -5.34 0.73 -4.96
N -4.35 0.28 -5.83
C -3.27 0.17 -5.13
O -3.47 0.51 -3.83
C -1.95 -0.30 -5.54
C -1.68 -0.54 -6.88
C -0.44 -1.04 -7.24
C 0.52 -1.31 -6.28
C 0.25 -1.07 -4.93
C 1.31 -1.38 -3.91
N 0.80 -1.44 -2.55
C 1.18 -0.74 -1.50
N 0.54 -1.20 -0.41
C -0.23 -2.22 -0.92
N -0.10 -2.38 -2.20
C -0.99 -0.56 -4.57
H -4.15 3.55 0.94
H -4.59 2.10 1.83
H -2.75 0.26 1.98
H 0.08 2.22 -0.39
H -6.88 2.44 0.81
H -8.35 1.86 -1.08
H -7.38 1.12 -3.24
H -3.46 1.56 -1.62
H -2.45 -0.35 -7.63
H -0.22 -1.23 -8.29
H 1.48 -1.72 -6.57
H 2.12 -0.64 -3.91
H 1.78 -2.35 -4.11
H 1.96 0.00 -1.54
H -0.87 -2.86 -0.34
H -1.23 -0.38 -3.53
Cl -2.79 -4.02 7.05
C -1.79 -3.05 6.03
C -1.99 -3.10 4.66
C -1.17 -2.32 3.87
Cl -1.35 -2.29 2.13
C -0.17 -1.50 4.37
O 0.60 -0.78 3.55
C -0.01 -1.47 5.76
Cl 1.21 -0.45 6.43
C -0.81 -2.24 6.58
H -2.75 -3.73 4.22
H -0.67 -2.21 7.65
Se 4.58 -0.90 -2.37
C 3.62 -2.30 -1.71
N 2.97 -3.15 -1.25
```

Output
Net charge = +1
Relative energy (zero: lowest compared OMol25 entry of this formula, charge and spin) = 1.2077 eV
Highest occupied orbital energy = -0.3357 Eh

Atom charges from the Löwdin analysis, given in e for atoms 1 to 4: atom 1 (Zr): 1.76, atom 2 (C): -0.02, atom 3 (C): -0.10, atom 4 (N): -0.01

---

Entry 4:
Below is a structure of composition C45H31BrF3MnN3O2SSb, with properties calculated with the ωB97M-V functional and the def2-TZVPD basis.

XYZ file:
```
88
C45H31BrF3MnN3O2SSb the ωB97M-V functional and the def2-TZVPD basis
Mn -0.33 0.27 -0.36
C -1.22 2.65 -2.17
O -1.26 1.22 -1.89
C -2.10 0.43 -2.67
C -3.01 0.95 -3.57
C -3.77 0.08 -4.34
Br -4.98 0.78 -5.58
C -3.64 -1.28 -4.19
C -2.75 -1.81 -3.24
C -1.96 -0.93 -2.50
O -0.99 -1.33 -1.58
C -2.75 -3.25 -3.09
N -3.14 -4.08 -4.08
C -3.05 -5.30 -3.58
C -3.36 -6.55 -4.23
C -3.19 -7.68 -3.50
C -2.74 -7.61 -2.15
C -2.43 -6.40 -1.48
C -2.59 -5.28 -2.22
N -2.38 -3.92 -1.97
H -1.05 2.80 -3.24
H -0.39 3.05 -1.60
H -2.16 3.10 -1.85
H -3.13 2.02 -3.69
H -4.24 -1.96 -4.78
H -0.58 -2.18 -1.81
H -3.70 -6.56 -5.26
H -3.41 -8.65 -3.93
H -2.63 -8.54 -1.60
H -2.08 -6.40 -0.45
H -2.29 -3.51 -1.05
S 0.72 -2.02 3.24
C 2.07 -2.25 2.17
C 3.25 -2.96 2.42
C 4.19 -2.98 1.41
C 3.97 -2.33 0.19
C 2.81 -1.63 -0.05
C 1.85 -1.59 0.96
N 0.62 -0.93 0.94
C -0.05 -1.08 2.05
C -1.35 -0.41 2.16
C -2.22 -0.51 3.22
C -3.41 0.21 3.20
C -3.72 1.02 2.11
C -2.84 1.14 1.04
C -1.66 0.41 1.07
H 3.41 -3.46 3.36
H 5.12 -3.52 1.57
H 4.74 -2.37 -0.57
H 2.66 -1.11 -0.99
H -1.98 -1.14 4.07
H -4.10 0.13 4.03
H -4.65 1.58 2.11
H -3.08 1.79 0.21
F 0.51 8.34 1.79
C 0.57 7.03 1.58
C -0.19 6.20 2.39
C -0.12 4.83 2.17
C 0.71 4.33 1.17
C 1.45 5.19 0.36
C 1.39 6.55 0.57
Sb 0.94 2.27 0.91
C 2.59 2.10 -0.36
C 3.88 2.49 -0.01
C 4.94 2.35 -0.90
C 4.68 1.82 -2.15
F 5.68 1.68 -3.01
C 3.41 1.44 -2.55
C 2.37 1.59 -1.65
C 1.50 1.54 2.79
C 0.56 1.54 3.83
C 0.90 1.08 5.09
C 2.19 0.62 5.29
F 2.53 0.18 6.50
C 3.14 0.60 4.29
C 2.78 1.06 3.03
H -0.81 6.62 3.16
H -0.71 4.18 2.80
H 2.09 4.80 -0.43
H 1.96 7.25 -0.03
H 4.08 2.93 0.96
H 5.94 2.66 -0.65
H 3.26 1.06 -3.56
H 1.37 1.34 -1.99
H -0.46 1.88 3.66
H 0.20 1.07 5.91
H 4.14 0.24 4.51
H 3.52 1.02 2.24
```

Output
Multiplicity = 4
⟨S²⟩ = 3.973
Net charge = +3
Highest occupied orbital energy (spin up / spin down) = -0.5748 / -0.5719 Eh

Atom charges from the Löwdin analysis, given in e for atoms 1 to 4: atom 1 (Mn): 0.64, atom 2 (C): 0.02, atom 3 (O): -0.22, atom 4 (C): -0.17

---

no.,E (Eh)
1,-2991.6371
2,-6369.5028
3,-6369.4866
4,-6710.2365